Formula: C15H22O5
Source: the Open Molecules 2025 dataset
Level of theory: ωB97M-V/def2-TZVPD

Computed properties:
Gap between HOMO and LUMO, eV: 9.620
HOMO energy, eV: -9.11
Relative energy (zero: lowest compared OMol25 entry of this formula, charge and spin), eV: 19.309
E_LUMO, eV: 0.507

Structure (ORCA input):
```
! RIJCOSX wB97M-V def2-TZVPD def2/J DEFGRID3
* xyz 0 1
H -1.793 -1.891 0.310
C -0.273 0.602 0.092
H -0.889 1.421 1.971
H -5.348 1.917 1.214
O -4.071 -1.735 -0.958
H 3.338 2.440 -0.262
C 5.563 -1.611 0.048
H 1.248 1.879 0.978
H -0.331 -0.396 -0.233
C 1.311 1.123 0.325
H -2.714 -0.168 2.903
C -3.435 -0.853 -0.324
H 2.782 -1.099 -1.667
C -2.109 -0.377 1.759
C 5.093 0.384 0.333
C -0.908 0.305 1.459
H -5.127 -1.967 -2.782
H -2.776 -0.042 -0.604
C 5.959 -0.478 0.704
C -4.450 1.429 0.345
H -4.306 -0.393 -2.758
H 4.226 -2.876 -0.903
H -4.696 1.630 -0.761
O -1.030 1.569 -0.389
H -0.331 1.716 -1.175
C 3.063 1.517 -1.006
C -4.906 -1.261 -1.885
C 3.861 0.462 -0.327
H 6.215 -2.654 0.663
O 1.701 1.266 -0.789
H -3.304 -2.043 1.424
C 4.399 -1.940 -0.347
H 6.654 -0.370 1.460
H 1.786 0.423 0.957
H 5.359 1.728 0.642
O -4.400 0.011 0.496
C 3.670 -0.806 -0.853
C -2.630 -1.224 0.851
O -0.674 -0.581 2.357
H 3.309 1.657 -1.977
H -3.360 1.980 0.374
H -5.675 -0.693 -1.667
*
```

---

Formula: C15H23BN6OsSi
Source: the Open Molecules 2025 dataset
Level of theory: ωB97M-V/def2-TZVPD

Computed properties:
Gap between HOMO and LUMO (spin up / spin down), eV: 5.901 / 2.549
HOMO energy (spin up / spin down), eV: -14.55 / -13.41
Relative energy (zero: lowest compared OMol25 entry of this formula, charge and spin), eV: 0.145
E_LUMO (spin up / spin down), eV: -8.649 / -10.858

Structure (ORCA input):
```
! RIJCOSX wB97M-V def2-TZVPD def2/J DEFGRID3
* xyz 2 5
H -0.924 -0.284 5.292
H 2.913 -0.184 3.321
N 1.673 -0.810 -0.909
C 0.315 -0.488 1.332
N 0.467 1.768 -1.763
N -1.492 0.049 -2.736
H -1.945 -0.177 3.850
H -4.558 -0.633 -1.861
H 1.436 -1.595 -4.059
C 0.291 1.940 3.414
H -0.834 -2.956 0.137
C -0.883 -1.204 1.405
C 0.622 2.967 -2.365
B 0.071 0.458 -2.565
H -1.049 -1.677 4.179
H 0.458 3.033 -3.429
C 1.193 3.256 -0.232
H 3.022 -2.171 -0.060
H 0.380 0.722 -3.730
H -1.823 -3.142 1.603
H 2.065 -1.719 3.648
H -1.498 -0.002 -4.859
C -3.610 -0.449 -2.371
H 2.213 -0.491 4.934
C -1.523 -2.427 0.827
C 2.469 -1.909 -0.953
C -2.083 -0.126 -3.953
C 2.437 -2.460 -2.232
H -1.772 -0.964 2.033
N 0.904 1.911 -0.410
Os 1.873 0.477 0.670
C -3.426 -0.434 -3.785
N -2.454 -0.183 -1.754
H -0.631 2.278 2.925
H 1.439 3.638 0.751
N 1.048 -0.701 -2.171
H 0.207 2.172 4.492
H 1.144 2.487 2.996
H 1.260 4.965 -1.650
C -0.996 -0.578 4.234
Si 0.473 0.102 3.222
H 2.982 -3.336 -2.542
C 2.064 -0.639 3.853
C 1.051 3.922 -1.451
H -4.163 -0.626 -4.549
C 1.603 -1.636 -2.987
H -2.415 -2.143 0.259
*
```

---

Formula: C15H23Cl3NO2PRe
Source: the Open Molecules 2025 dataset
Level of theory: ωB97M-V/def2-TZVPD

Computed properties:
Gap between HOMO and LUMO (spin up / spin down), eV: 5.685 / 3.367
HOMO energy (spin up / spin down), eV: -16.01 / -15.59
E_LUMO (spin up / spin down), eV: -10.330 / -12.222

Structure (ORCA input):
```
! RIJCOSX wB97M-V def2-TZVPD def2/J DEFGRID3
* xyz 2 4
H -2.397 1.023 3.218
H -0.707 -1.522 2.598
H 1.546 2.556 1.241
C -2.064 0.844 2.176
H -3.886 0.804 -0.136
C -0.589 2.012 -0.454
N -0.607 0.571 2.141
H -2.149 -2.778 -1.547
C -2.092 3.497 -1.727
C 3.285 -0.467 -0.940
P -2.026 -0.370 -1.193
C -1.822 4.551 -0.842
H -2.784 3.650 -2.565
H -4.038 -0.971 0.097
Cl 2.780 0.709 -2.181
C -0.356 3.081 0.444
C -2.098 -1.901 -2.214
O 1.752 0.304 0.899
Cl 5.046 -0.699 -1.152
H -2.971 -1.899 -2.889
H -2.280 1.732 1.564
C 2.973 0.059 0.443
H -0.785 -0.401 4.014
O 3.973 0.310 1.258
C -1.489 2.241 -1.530
H 0.770 -0.655 3.175
C -3.777 -0.178 -0.624
H 1.026 1.418 3.174
H 0.312 -1.577 0.364
Cl 2.530 -2.059 -1.211
H -2.764 1.202 -2.997
H -2.289 5.530 -0.992
C -0.318 -0.579 3.035
H 0.567 -0.320 -1.423
C 0.123 1.783 2.659
H -4.466 -0.231 -1.485
C 0.559 2.850 1.628
C -1.853 1.046 -2.393
Re 0.000 0.000 0.000
H -1.169 -1.971 -2.803
H 0.703 3.790 2.190
C -0.967 4.335 0.247
H -2.598 -0.026 1.769
H -1.025 0.771 -3.074
H -0.525 2.240 3.433
H -0.772 5.151 0.956
*
```

---

Q: What is the formula in the first record?
A: C15H22O5